a:
{
  "formula": "C4H6OS",
  "method": "wB97M-V/def2-TZVPD",
  "species": ["C", "C", "H", "H", "H", "H", "H", "C", "C", "S", "H", "O"],
  "positions_angstrom": [[1.198, 0.372, -0.093], [-0.339, -1.307, 0.065], [-0.400, -1.891, 1.000], [-0.191, 1.697, 0.950], [-0.288, 1.824, -0.826], [1.879, 0.713, -0.889], [1.769, 0.602, 0.820], [-0.152, 1.112, 0.009], [-1.123, -0.049, 0.003], [-2.730, -0.119, -0.085], [-0.637, -1.963, -0.803], [1.015, -0.991, -0.152]],
  "smiles": "S=C1CCOC1",
  "homo_lumo_gap_ev": 8.45,
  "mol_weight_g_mol": 102.2,
  "charge": 0,
  "lumo_ev": -0.336
}


b:
{
  "formula": "C4H6OS",
  "method": "wB97M-V/def2-TZVPD",
  "species": ["H", "C", "H", "H", "H", "C", "O", "C", "H", "H", "S", "C"],
  "positions_angstrom": [[-2.825, -0.617, -0.589], [2.614, 0.406, 0.020], [0.432, -0.657, 0.778], [-1.892, -1.402, 0.688], [2.502, -0.056, 1.005], [-0.927, 0.199, -0.436], [1.430, 0.581, -0.615], [-2.107, -0.421, 0.180], [-0.987, 0.842, -1.327], [-2.639, 0.281, 0.891], [4.041, 0.851, -0.535], [0.358, -0.004, -0.060]],
  "smiles": "C/C=C/OC=S",
  "homo_lumo_gap_ev": 9.15,
  "mol_weight_g_mol": 102.2,
  "charge": 0,
  "lumo_ev": 0.157
}


a wins, 40.1 kJ/mol ahead of the next structure.


a:
{
  "formula": "C4H6OS",
  "method": "wB97M-V/def2-TZVPD",
  "species": ["H", "C", "C", "C", "H", "H", "C", "S", "H", "H", "O", "H"],
  "positions_angstrom": [[0.448, 2.318, -0.900], [0.555, 1.853, 0.080], [0.376, -0.644, 0.129], [-0.152, 0.540, 0.098], [1.610, 1.711, 0.295], [1.150, -2.291, 1.124], [0.934, -1.812, 0.181], [-1.935, 0.556, 0.028], [-2.232, -1.308, -1.036], [0.120, 2.521, 0.821], [-2.081, -1.082, -0.111], [1.206, -2.362, -0.710]],
  "smiles": "C=C=C(C)SO",
  "homo_lumo_gap_ev": 8.87,
  "mol_weight_g_mol": 102.2,
  "charge": 0,
  "lumo_ev": 0.627
}


b:
{
  "formula": "C4H6OS",
  "method": "wB97M-V/def2-TZVPD",
  "species": ["H", "H", "H", "H", "C", "C", "S", "H", "H", "C", "C", "O"],
  "positions_angstrom": [[0.352, 1.496, 1.538], [-1.444, 1.256, 1.399], [0.737, -1.988, -0.483], [0.014, -1.018, 1.873], [0.517, 0.124, -1.360], [-0.465, 1.021, 0.966], [-0.416, 1.591, -0.791], [0.340, -0.096, -2.410], [1.651, 0.253, -1.279], [0.167, -1.021, -0.407], [-0.257, -0.480, 0.904], [-1.196, -1.138, 0.049]],
  "smiles": "C1SC[C@H]2O[C@@H]12",
  "homo_lumo_gap_ev": 9.67,
  "mol_weight_g_mol": 102.2,
  "charge": 0,
  "lumo_ev": 0.944
}


c:
{
  "formula": "C4H6OS",
  "method": "wB97M-V/def2-TZVPD",
  "species": ["C", "H", "S", "H", "O", "H", "C", "H", "C", "C", "H", "H"],
  "positions_angstrom": [[0.701, -1.418, -0.399], [-0.108, 1.137, -1.178], [-2.794, -0.262, -0.186], [0.543, -1.271, -1.487], [0.813, -2.573, -0.032], [-1.342, -2.263, 0.791], [0.453, -0.337, 0.395], [0.379, -0.481, 1.524], [-1.714, -1.234, 0.396], [0.242, 1.063, -0.150], [-0.311, 1.731, 0.551], [1.258, 1.540, -0.377]],
  "homo_lumo_gap_ev": [7.15, 7.15],
  "mol_weight_g_mol": 102.2,
  "charge": 0,
  "lumo_ev": [-1.027, -1.025]
}


d:
{
  "formula": "C4H6OS",
  "method": "wB97M-V/def2-TZVPD",
  "species": ["C", "C", "S", "H", "H", "H", "C", "O", "C", "H", "H", "H"],
  "positions_angstrom": [[0.099, 0.167, -0.614], [-0.377, -0.380, 1.258], [0.868, -0.080, -2.051], [0.393, 1.510, 0.831], [-1.663, -1.101, -0.405], [-0.096, -1.462, 1.414], [-1.169, -0.176, -0.009], [-1.061, 0.192, 2.526], [0.879, 0.502, 0.538], [1.961, 0.303, 0.386], [-0.607, -0.812, 3.162], [-1.979, 0.622, 0.184]],
  "homo_lumo_gap_ev": 8.35,
  "mol_weight_g_mol": 102.2,
  "charge": 0,
  "lumo_ev": -0.139
}


b wins, 112.0 kJ/mol ahead of the next structure.


a:
{
  "formula": "C4H6OS",
  "method": "wB97M-V/def2-TZVPD",
  "species": ["H", "C", "H", "S", "O", "H", "C", "H", "C", "H", "C", "H"],
  "positions_angstrom": [[-1.276, -2.156, -0.005], [0.283, -0.685, -0.010], [2.157, 1.017, 0.995], [1.500, -1.792, -0.001], [0.364, 0.651, -0.010], [1.662, 2.248, -0.143], [-1.158, -1.088, -0.017], [-2.130, 0.792, -0.055], [1.678, 1.172, -0.006], [-3.154, -0.619, 0.067], [-2.163, -0.260, 0.004], [2.238, 0.721, -0.821]],
  "smiles": "C=CC(=S)OC",
  "homo_lumo_gap_ev": 8.81,
  "mol_weight_g_mol": 102.2,
  "charge": 0,
  "lumo_ev": -0.095
}


b:
{
  "formula": "C4H6OS",
  "method": "wB97M-V/def2-TZVPD",
  "species": ["S", "H", "C", "H", "C", "H", "C", "H", "C", "H", "H", "O"],
  "positions_angstrom": [[1.281, -1.324, -0.075], [-0.421, 0.919, 1.197], [-1.158, 0.287, -0.757], [-0.461, 1.050, -1.146], [-0.458, -0.910, -0.055], [-1.016, -1.860, -0.042], [2.272, 0.151, 0.007], [-2.022, 0.211, 1.288], [-1.116, 0.213, 0.732], [-2.089, 0.162, -1.342], [3.281, -0.175, 0.291], [1.907, 1.276, -0.098]],
  "smiles": "O=CSC1CC1",
  "homo_lumo_gap_ev": 10.09,
  "mol_weight_g_mol": 102.2,
  "charge": 0,
  "lumo_ev": 0.840
}


c:
{
  "formula": "C4H6OS",
  "method": "wB97M-V/def2-TZVPD",
  "species": ["C", "H", "C", "C", "H", "C", "H", "H", "H", "S", "H", "O"],
  "positions_angstrom": [[0.417, 0.520, 1.645], [1.384, 0.807, -0.163], [-0.172, -0.368, 0.611], [-0.391, -0.717, -1.551], [-1.261, -0.351, 0.731], [0.386, 0.955, 0.166], [-0.302, 0.888, 2.398], [-1.377, -1.125, -1.730], [0.266, -0.943, -2.425], [-0.597, 1.173, -1.297], [1.453, 0.450, 1.989], [0.195, -1.289, -0.374]],
  "smiles": "C1O[C@H]2C[C@@H]2S1",
  "homo_lumo_gap_ev": 9.60,
  "mol_weight_g_mol": 102.2,
  "charge": 0,
  "lumo_ev": 0.967
}


a wins, 20.4 kJ/mol ahead of the next structure.


a:
{
  "formula": "C3H12N2O2",
  "method": "wB97M-V/def2-TZVPD",
  "species": ["C", "H", "H", "H", "C", "H", "H", "H", "H", "H", "O", "N", "H", "H", "H", "H", "N", "O", "C"],
  "positions_angstrom": [[0.968, -0.654, -0.056], [-0.133, 0.938, -0.842], [-1.526, -1.307, -0.101], [-1.477, 0.382, 4.732], [2.187, 0.262, 0.051], [0.628, -0.843, 0.976], [3.006, -0.279, 0.527], [3.526, 1.156, -1.273], [-2.752, 0.554, 3.921], [1.869, 1.106, 0.669], [-2.252, -0.102, -1.514], [-0.044, -0.062, -0.896], [-0.903, -1.626, -1.863], [-3.169, -0.295, -1.381], [2.335, 0.149, -2.025], [1.363, -1.573, -0.516], [2.602, 0.749, -1.271], [-1.799, 0.691, 3.870], [-1.195, -0.919, -1.085]],
  "smiles": "NCCNCO.O",
  "homo_lumo_gap_ev": 8.95,
  "mol_weight_g_mol": 108.1,
  "charge": 0,
  "lumo_ev": 0.760
}


b:
{
  "formula": "C3H12N2O2",
  "method": "wB97M-V/def2-TZVPD",
  "species": ["H", "H", "O", "H", "H", "C", "H", "H", "O", "H", "H", "H", "N", "C", "H", "H", "H", "N", "C"],
  "positions_angstrom": [[4.088, 0.846, 0.074], [-2.536, -1.573, 0.993], [1.447, -0.914, 0.116], [-2.949, 0.145, 0.985], [-2.121, -1.408, -1.525], [-1.708, -0.404, -1.328], [0.077, -0.698, 0.094], [-2.528, 0.309, -1.475], [0.235, 1.611, 0.533], [2.380, 0.258, 1.502], [-1.632, -0.430, 2.016], [1.076, 1.614, -0.102], [-1.153, -0.301, -0.002], [2.234, 0.038, 0.435], [-0.680, 1.669, 0.181], [3.432, -0.215, -1.185], [-0.921, -0.239, -2.062], [3.369, 0.249, -0.295], [-2.110, -0.558, 1.045]],
  "homo_lumo_gap_ev": 7.06,
  "mol_weight_g_mol": 108.1,
  "charge": 0,
  "lumo_ev": 0.279
}


a wins, 164.1 kJ/mol ahead of the next structure.


a:
{
  "formula": "C3H12N2O2",
  "method": "wB97M-V/def2-TZVPD",
  "species": ["H", "H", "H", "H", "H", "H", "H", "N", "H", "N", "O", "H", "C", "H", "C", "H", "H", "O", "C"],
  "positions_angstrom": [[0.356, 2.081, -1.037], [-0.223, -0.097, 3.374], [2.011, 2.190, -0.512], [-1.664, -0.014, -1.987], [0.498, -0.723, 4.500], [1.898, -0.156, -0.011], [-0.073, -2.524, -1.329], [1.099, 1.779, -0.443], [-1.735, 1.033, 1.382], [-0.713, 0.288, -2.107], [0.001, -0.985, 3.715], [-2.740, 1.013, 2.405], [0.246, -0.352, -1.302], [-0.409, 1.157, -2.493], [1.084, 0.370, -0.495], [0.970, -2.002, -2.621], [1.417, -2.142, -0.900], [-2.684, 0.827, 1.464], [0.659, -1.743, -1.605]],
  "smiles": "C/C(N)=C/N.O.O",
  "homo_lumo_gap_ev": 8.00,
  "mol_weight_g_mol": 108.1,
  "charge": 0,
  "lumo_ev": 0.530
}


b:
{
  "formula": "C3H12N2O2",
  "method": "wB97M-V/def2-TZVPD",
  "species": ["H", "H", "H", "C", "O", "H", "H", "C", "H", "O", "C", "H", "H", "H", "N", "H", "H", "H", "N"],
  "positions_angstrom": [[-1.833, -0.822, 2.181], [-0.024, -2.162, 0.395], [-0.766, -1.601, 2.899], [-0.198, 0.651, -0.587], [-1.072, -1.378, 2.012], [-0.958, 2.650, -0.480], [2.922, 0.502, 0.429], [0.869, 0.760, 0.233], [1.342, -1.517, 0.006], [0.817, -2.323, -0.052], [-1.424, 1.651, -0.486], [0.740, 1.048, 1.272], [-0.294, -1.203, -1.479], [-1.974, 1.593, -1.419], [-0.217, -0.223, -1.697], [-0.792, 0.001, -2.492], [2.409, 0.154, -1.051], [-1.728, 1.506, 0.551], [2.184, 0.712, -0.234]],
  "smiles": "C/C(N)=C/N.O.O",
  "homo_lumo_gap_ev": 7.32,
  "mol_weight_g_mol": 108.1,
  "charge": 0,
  "lumo_ev": 0.497
}


a wins, 27.9 kJ/mol ahead of the next structure.


a:
{
  "formula": "C3H12N2O2",
  "method": "wB97M-V/def2-TZVPD",
  "species": ["H", "O", "O", "H", "H", "H", "C", "H", "H", "H", "C", "H", "N", "H", "H", "H", "C", "H", "N"],
  "positions_angstrom": [[-1.639, -1.995, 2.117], [1.073, 2.594, -5.489], [-0.308, 1.456, -0.551], [-0.088, 0.022, 3.300], [1.761, 3.239, -5.337], [0.833, -2.578, 1.937], [0.209, 0.232, 0.152], [-0.562, 1.501, 2.751], [-1.468, -1.747, 0.332], [1.365, 2.201, -6.360], [-0.661, -0.151, 1.320], [0.005, -3.488, 0.802], [-0.041, 0.597, 2.432], [1.282, 0.411, 0.490], [0.395, 2.114, -0.631], [-1.640, 0.420, 1.082], [-1.024, -1.721, 1.284], [0.317, -0.582, -0.708], [0.191, -2.525, 1.077]],
  "smiles": "NC[C@@H](N)CO.O",
  "homo_lumo_gap_ev": 10.02,
  "mol_weight_g_mol": 108.1,
  "charge": 0,
  "lumo_ev": 0.966
}


b:
{
  "formula": "C3H12N2O2",
  "method": "wB97M-V/def2-TZVPD",
  "species": ["C", "H", "H", "H", "H", "H", "H", "C", "H", "H", "O", "H", "N", "O", "H", "N", "H", "H", "C"],
  "positions_angstrom": [[-0.442, -1.638, -0.713], [-1.123, 0.290, -1.352], [-2.033, 1.603, 1.638], [1.368, -1.013, -2.410], [-3.079, 0.575, 2.084], [-1.644, -2.905, 0.449], [-2.188, -1.334, 0.642], [-1.813, -1.993, -0.156], [4.399, 4.187, 1.166], [-2.591, -2.288, -0.858], [3.716, 4.067, 1.835], [3.937, 3.299, 2.378], [0.772, -0.228, -2.202], [-2.998, 1.451, 1.664], [0.527, 0.205, -3.086], [0.634, -2.202, 0.030], [1.504, -2.392, -0.459], [0.377, -2.954, 0.649], [-0.323, -0.438, -1.361]],
  "smiles": "C/C(N)=C/N.O.O",
  "homo_lumo_gap_ev": 7.57,
  "mol_weight_g_mol": 108.1,
  "charge": 0,
  "lumo_ev": 0.745
}


b wins, 8.1 kJ/mol ahead of the next structure.